1.
C26H15BrClF3IN3OS3Tc | ωB97M-V/def2-TZVPD

Output
* 2S+1: 2
* HOMO level (spin up / spin down): -7.6186 / -7.7139 eV

Cartesian coordinates (Å):
Tc1 0.054 -0.182 0.269
S1 0.252 -1.408 2.202
C1 -1.149 -2.416 2.240
C2 -1.425 -3.204 3.376
C3 -2.522 -4.024 3.398
C4 -3.390 -4.086 2.291
C5 -3.145 -3.322 1.182
C6 -2.020 -2.469 1.136
S2 -1.727 -1.511 -0.261
H1 -0.753 -3.155 4.223
H2 -2.723 -4.629 4.272
H3 -4.254 -4.737 2.318
H4 -3.806 -3.357 0.325
Cl1 6.867 1.257 0.559
C7 5.312 0.553 0.232
C8 5.230 -0.617 -0.463
C9 3.985 -1.208 -0.756
I1 3.936 -3.000 -1.798
C10 2.806 -0.616 -0.353
O1 1.606 -1.078 -0.623
C11 2.912 0.585 0.411
N1 1.723 1.101 0.840
C12 1.723 2.224 1.519
C13 2.907 2.915 1.831
C14 4.108 2.405 1.432
C15 4.141 1.198 0.700
H5 6.138 -1.099 -0.800
H6 0.764 2.606 1.842
H7 2.846 3.839 2.388
H8 5.035 2.910 1.666
F1 -2.969 4.002 -1.466
C16 -2.346 4.430 -0.359
F2 -1.177 4.969 -0.739
F3 -3.090 5.430 0.151
C17 -2.153 3.327 0.644
C18 -2.653 3.439 1.921
C19 -2.453 2.418 2.853
C20 -1.737 1.313 2.464
N2 -1.246 1.203 1.222
C21 -1.438 2.164 0.291
S3 -0.704 1.735 -1.193
H9 -3.202 4.328 2.198
H10 -2.849 2.487 3.855
H11 -1.532 0.484 3.129
Br1 1.532 -3.623 -5.592
C22 0.307 -2.355 -4.911
C23 -0.759 -1.924 -5.677
C24 -1.623 -0.997 -5.117
C25 -1.376 -0.549 -3.829
N3 -0.344 -0.965 -3.098
C26 0.484 -1.856 -3.629
H12 -0.909 -2.304 -6.679
H13 -2.474 -0.626 -5.671
H14 -2.029 0.178 -3.357
H15 1.308 -2.183 -3.008

Per-atom natural (NBO) charges, elementary charge units:
1 Tc 0.592
2 S 0.103
3 C -0.096
4 C -0.253
5 C -0.194
6 C -0.216
7 C -0.188
8 C -0.279
9 S 0.287
10 H 0.222
11 H 0.217
12 H 0.218
13 H 0.224
14 Cl 0.003
15 C -0.074
16 C -0.214
17 C -0.220
18 I 0.185
19 C 0.296
20 O -0.631
21 C 0.100
22 N -0.416
23 C 0.087
24 C -0.255
25 C -0.129
26 C -0.027
27 H 0.242
28 H 0.208
29 H 0.231
30 H 0.236
31 F -0.311
32 C 0.984
33 F -0.315
34 F -0.326
35 C -0.231
36 C -0.093
37 C -0.304
38 C 0.085
39 N -0.490
40 C 0.104
41 S -0.068
42 H 0.239
43 H 0.234
44 H 0.230
45 Br 0.062
46 C -0.120
47 C -0.201
48 C -0.248
49 C 0.044
50 N -0.427
51 C 0.011
52 H 0.230
53 H 0.223
54 H 0.207
55 H 0.221

***

2.
C26H15Cl2CoN4O2 | ωB97M-V/def2-TZVPD

Output
* HOMO level (spin up / spin down): -7.7714 / -7.7719 eV

Cartesian coordinates (Å):
Co1 -0.054 -0.047 0.116
Cl1 -3.536 -5.765 -0.053
C1 -3.115 -4.085 -0.082
C2 -1.767 -3.745 -0.076
C3 -1.419 -2.406 -0.099
N1 -0.125 -1.865 -0.095
C4 1.013 -2.581 -0.138
O1 1.156 -3.785 -0.252
C5 2.211 -1.669 -0.037
C6 3.483 -2.200 0.031
C7 4.558 -1.336 0.148
C8 4.313 0.026 0.180
C9 3.007 0.473 0.099
N2 1.963 -0.349 -0.007
C10 -2.410 -1.413 -0.129
C11 -3.750 -1.757 -0.136
C12 -4.095 -3.103 -0.112
Cl2 -5.776 -3.518 -0.122
N3 -1.865 -0.120 -0.142
C13 -2.577 1.018 -0.242
O2 -3.773 1.160 -0.415
C14 -1.673 2.215 -0.087
C15 -2.207 3.486 -0.036
C16 -1.355 4.557 0.168
C17 -0.001 4.308 0.313
C18 0.451 3.003 0.242
N4 -0.359 1.964 0.036
H1 -1.012 -4.514 -0.059
H2 3.586 -3.275 -0.004
H3 5.568 -1.717 0.215
H4 5.116 0.743 0.269
H5 2.803 1.529 0.115
H6 -4.516 -0.999 -0.163
H7 -3.277 3.591 -0.147
H8 -1.739 5.567 0.223
H9 0.706 5.106 0.484
H10 1.499 2.794 0.363
C19 -0.003 -0.001 1.942
C20 0.049 0.043 3.148
C21 0.102 0.086 4.582
C22 -0.031 1.298 5.263
C23 0.020 1.335 6.647
C24 0.205 0.165 7.371
C25 0.337 -1.044 6.702
C26 0.287 -1.086 5.318
H11 -0.180 2.207 4.695
H12 -0.088 2.280 7.163
H13 0.243 0.195 8.452
H14 0.478 -1.960 7.261
H15 0.384 -2.026 4.792

Per-atom natural (NBO) charges, elementary charge units:
1 Co 0.982
2 Cl 0.018
3 C -0.071
4 C -0.234
5 C 0.116
6 N -0.583
7 C 0.633
8 O -0.601
9 C 0.142
10 C -0.202
11 C -0.136
12 C -0.247
13 C 0.082
14 N -0.444
15 C 0.193
16 C -0.252
17 C -0.058
18 Cl 0.017
19 N -0.601
20 C 0.630
21 O -0.600
22 C 0.149
23 C -0.204
24 C -0.137
25 C -0.246
26 C 0.073
27 N -0.439
28 H 0.265
29 H 0.259
30 H 0.228
31 H 0.231
32 H 0.191
33 H 0.264
34 H 0.259
35 H 0.228
36 H 0.231
37 H 0.194
38 C -0.214
39 C -0.056
40 C -0.130
41 C -0.190
42 C -0.210
43 C -0.214
44 C -0.207
45 C -0.186
46 H 0.213
47 H 0.212
48 H 0.213
49 H 0.214
50 H 0.221

***

3.
C26H16F13N3O6Sm | ωB97M-V/def2-TZVPD

Output
* charge: -1
* 2S+1: 6
* HOMO level (spin up / spin down): -4.6946 / -4.7111 eV

Cartesian coordinates (Å):
Sm1 -0.287 0.042 0.066
C1 -3.195 1.745 5.014
C2 -2.385 1.918 3.755
C3 -2.878 2.583 2.639
C4 -2.115 2.729 1.504
C5 -0.811 2.191 1.385
N1 -0.102 2.184 0.203
C6 -0.459 2.935 -0.903
C7 -0.863 4.271 -0.750
C8 -1.262 5.056 -1.811
C9 -1.241 4.548 -3.099
C10 -1.720 5.350 -4.284
C11 -0.739 3.266 -3.280
C12 -0.334 2.437 -2.237
C13 0.295 1.047 -2.573
O1 -0.222 -0.055 -1.964
C14 0.221 0.719 -4.100
F1 0.651 -0.532 -4.340
F2 0.962 1.540 -4.884
F3 -1.047 0.772 -4.549
C15 1.838 1.119 -2.220
F4 2.621 0.348 -2.994
F5 2.358 2.347 -2.256
F6 2.020 0.641 -0.955
C16 -0.308 1.476 2.529
C17 -1.111 1.380 3.666
C18 1.065 0.727 2.481
O2 1.129 -0.234 1.512
C19 1.342 -0.056 3.805
F7 0.367 -0.966 4.012
F8 1.420 0.708 4.918
F9 2.489 -0.748 3.738
C20 2.255 1.763 2.380
F10 3.446 1.185 2.636
F11 2.099 2.741 3.304
F12 2.404 2.362 1.206
H1 -4.052 2.419 5.027
H2 -2.584 1.933 5.898
H3 -3.568 0.722 5.095
H4 -3.883 2.994 2.657
H5 -2.538 3.229 0.648
H6 -0.851 4.679 0.253
H7 -1.589 6.076 -1.632
H8 -2.374 6.161 -3.963
H9 -2.276 4.711 -4.972
H10 -0.883 5.785 -4.837
H11 -0.671 2.932 -4.303
H12 -0.749 0.879 4.550
F13 -4.319 -1.893 4.765
C21 -4.948 -1.249 3.769
C22 -4.401 -1.199 2.547
N2 -5.012 -0.551 1.501
C23 -4.425 -0.564 0.160
C24 -2.909 -0.331 0.164
O3 -2.480 0.691 -0.396
O4 -2.162 -1.191 0.716
C25 -6.222 0.103 1.668
O5 -6.805 0.687 0.778
N3 -6.728 0.038 2.951
C26 -6.220 -0.624 4.071
O6 -6.819 -0.635 5.123
H13 -3.446 -1.659 2.333
H14 -4.891 0.230 -0.410
H15 -4.624 -1.523 -0.327
H16 -7.608 0.513 3.082

Per-atom Mulliken charges, elementary charge units:
1 Sm 0.369
2 C -1.706
3 C 0.056
4 C -1.063
5 C -1.024
6 C 0.917
7 N 0.307
8 C 1.172
9 C -0.487
10 C -1.021
11 C 0.109
12 C -1.686
13 C -0.775
14 C 0.171
15 C 1.496
16 O -0.937
17 C 0.298
18 F -0.280
19 F -0.289
20 F -0.236
21 C 0.738
22 F -0.330
23 F -0.301
24 F -0.207
25 C -0.577
26 C -0.339
27 C 2.337
28 O -0.994
29 C 0.007
30 F -0.207
31 F -0.283
32 F -0.282
33 C 0.422
34 F -0.319
35 F -0.325
36 F -0.142
37 H 0.403
38 H 0.428
39 H 0.181
40 H 0.358
41 H 0.468
42 H 0.619
43 H 0.384
44 H 0.404
45 H 0.370
46 H 0.285
47 H 0.476
48 H 0.550
49 F -0.416
50 C 0.253
51 C -0.192
52 N 0.227
53 C -1.046
54 C 1.061
55 O -0.447
56 O -0.866
57 C 0.465
58 O -0.661
59 N -0.048
60 C 0.384
61 O -0.652
62 H 0.610
63 H 0.381
64 H 0.224
65 H 0.211

***

4.
C26H16FeI2N6O7 | ωB97M-V/def2-TZVPD

Output
* charge: +1
* 2S+1: 6
* HOMO level (spin up / spin down): -11.3286 / -11.3250 eV

Cartesian coordinates (Å):
Fe1 0.698 1.111 0.366
I1 -1.597 5.551 2.211
C1 -1.822 4.634 0.396
C2 -2.716 5.114 -0.546
C3 -2.875 4.503 -1.784
I2 -4.258 5.301 -3.073
C4 -2.090 3.349 -2.151
C5 -2.164 2.691 -3.391
C6 -1.339 1.621 -3.628
C7 -0.451 1.205 -2.634
N1 -0.379 1.790 -1.448
C8 -1.182 2.849 -1.216
C9 -1.038 3.462 0.115
O1 -0.249 2.951 0.928
H1 -3.309 5.988 -0.313
H2 -2.860 3.031 -4.145
H3 -1.361 1.094 -4.572
H4 0.216 0.377 -2.820
N2 2.079 -0.508 2.605
C10 2.334 -1.099 1.389
C11 2.589 -2.479 1.364
C12 2.904 -3.070 0.168
C13 2.970 -2.290 -0.990
C14 2.663 -0.961 -0.882
N3 2.322 -0.358 0.279
C15 2.174 0.830 2.953
C16 2.489 1.151 4.278
C17 2.675 2.470 4.608
C18 2.558 3.448 3.619
C19 2.195 3.049 2.359
N4 1.969 1.764 2.023
H5 2.007 -1.149 3.378
H6 2.539 -3.053 2.279
H7 3.110 -4.131 0.130
H8 3.235 -2.714 -1.948
H9 2.673 -0.318 -1.754
H10 2.609 0.366 5.011
H11 2.932 2.742 5.623
H12 2.729 4.492 3.833
H13 2.048 3.774 1.572
O2 -0.886 -1.826 2.465
C20 -0.869 -1.390 1.330
O3 -0.536 -0.173 1.027
C21 -1.226 -2.325 0.199
C22 -0.743 -2.140 -1.083
C23 -1.030 -3.078 -2.060
C24 -1.809 -4.191 -1.822
C25 -2.289 -4.335 -0.533
C26 -2.006 -3.444 0.483
N5 -3.134 -5.516 -0.232
O4 -3.564 -5.613 0.896
O5 -3.352 -6.283 -1.145
N6 -0.474 -2.883 -3.414
O6 -0.735 -3.708 -4.255
O7 0.152 -1.853 -3.620
H14 -0.125 -1.291 -1.320
H15 -2.031 -4.914 -2.592
H16 -2.373 -3.614 1.484

Per-atom natural (NBO) charges, elementary charge units:
1 Fe 1.553
2 I 0.312
3 C -0.191
4 C -0.263
5 C -0.114
6 I 0.312
7 C -0.059
8 C -0.112
9 C -0.230
10 C 0.095
11 N -0.520
12 C 0.106
13 C 0.413
14 O -0.612
15 H 0.255
16 H 0.245
17 H 0.253
18 H 0.232
19 N -0.565
20 C 0.412
21 C -0.267
22 C -0.117
23 C -0.283
24 C 0.066
25 N -0.600
26 C 0.401
27 C -0.263
28 C -0.117
29 C -0.276
30 C 0.090
31 N -0.587
32 H 0.423
33 H 0.236
34 H 0.238
35 H 0.244
36 H 0.206
37 H 0.232
38 H 0.236
39 H 0.238
40 H 0.208
41 O -0.613
42 C 0.765
43 O -0.889
44 C -0.070
45 C -0.209
46 C 0.077
47 C -0.176
48 C 0.014
49 C -0.133
50 N 0.531
51 O -0.350
52 O -0.356
53 N 0.526
54 O -0.328
55 O -0.422
56 H 0.236
57 H 0.289
58 H 0.281

***

Computed values of total energy (unit: hartree) for the preceding records, in sequence: -6146.29045; -3672.46906; -3572.63052; -3714.41724.